Below is a 9-piece molecular cluster, C27H74N5O14 overall, with properties calculated with the ωB97M-V functional and the def2-TZVPD basis.

Properties
- Total energy: -2399.99034 a.u.
- Frontier orbital gap: 9.04 eV
- HOMO: -6.44 eV
- Charge: -1

The geometry in XYZ format:
```
120
Properties=species:S:1:pos:R:3:forces:R:3
C 0.384 0.032 -0.440 -2.90 -2.20 -1.49
O -0.551 -0.692 -0.927 0.93 -0.13 0.87
O 0.940 0.836 -1.312 2.27 2.13 -1.60
O 0.723 0.125 0.752 0.57 -0.87 -0.38
H 0.737 0.738 -2.281 -0.28 -0.53 1.83
C -3.417 0.109 -2.001 -3.15 3.74 4.48
C -2.759 1.420 -1.721 -1.18 0.33 3.21
O -3.286 1.856 -0.488 -1.03 2.43 -0.41
O -2.614 -0.497 -2.718 5.76 -6.26 -7.85
H -4.363 0.277 -2.468 -0.97 0.02 -0.34
H -3.542 -0.490 -1.115 -0.93 0.19 1.42
H -3.046 2.105 -2.456 -0.03 1.22 -1.22
H -1.677 1.400 -1.586 0.13 -0.46 -0.69
H -3.137 1.178 0.168 0.36 -0.40 0.88
H -1.790 -0.608 -2.238 0.66 -0.20 0.18
C -0.344 4.169 2.482 5.09 -2.02 1.40
C -0.421 2.838 1.880 0.87 -0.56 -0.78
O 0.831 2.427 1.555 3.30 0.72 -0.96
O -1.399 4.839 2.329 -7.36 5.40 -1.35
H 0.378 4.801 2.012 1.46 -0.23 -0.47
H -0.094 4.122 3.530 0.78 -0.43 0.81
H -1.024 2.863 0.989 -1.06 0.01 -0.15
H -0.686 2.116 2.594 -1.92 -0.78 1.27
H 0.851 1.666 0.945 -0.01 0.17 0.68
H -2.181 4.465 2.698 -0.79 -0.59 0.41
C 3.655 -0.874 0.037 1.56 0.94 -6.30
C 4.163 0.559 -0.142 -2.28 -0.23 -0.90
O 4.390 0.669 -1.516 2.04 0.96 -0.77
O 3.142 -1.183 1.136 -2.30 -1.21 9.20
H 4.410 -1.539 -0.366 1.01 -0.36 0.71
H 2.839 -1.257 -0.571 -0.35 1.40 -2.72
H 5.105 0.664 0.357 0.37 0.40 0.51
H 3.382 1.342 0.109 0.93 -0.87 0.56
H 3.603 0.415 -1.959 -1.27 -0.41 -0.73
H 2.339 -0.627 1.234 0.16 -0.42 0.27
C -2.689 -0.273 3.522 -0.76 3.49 -1.44
C -2.102 -0.735 2.230 0.98 -0.45 -0.93
C -2.761 -1.944 1.569 0.48 1.07 -0.51
O -2.492 -2.967 2.408 -0.30 -2.12 2.18
C -2.499 -4.266 1.869 0.39 0.54 2.70
N -2.042 0.308 1.250 -1.69 0.47 -1.40
H -3.588 0.310 3.172 0.63 -0.18 0.77
H -2.039 0.404 4.125 -0.30 -0.15 -0.83
H -3.021 -0.946 4.207 -0.83 -2.63 1.59
H -1.044 -0.868 2.360 0.35 -1.61 0.50
H -2.277 -2.161 0.596 -0.22 0.49 0.04
H -3.844 -1.810 1.430 -0.02 0.21 -0.16
H -2.211 -4.908 2.723 0.23 0.10 -0.80
H -1.823 -4.241 1.081 1.45 -0.72 -1.62
H -3.436 -4.623 1.573 -1.84 -0.22 -0.78
H -1.187 0.755 1.402 0.97 1.48 0.74
H -1.727 -0.092 0.356 -0.70 -0.64 0.28
C -3.960 4.821 -3.346 -2.22 -1.43 -1.59
C -3.733 4.852 -1.898 0.25 1.15 -0.15
C -2.267 5.062 -1.556 0.54 -1.44 2.16
O -1.436 4.072 -2.118 0.98 -0.98 -0.70
C -0.089 3.915 -1.586 -2.83 2.65 0.37
N -4.572 5.973 -1.499 0.05 1.97 0.74
H -5.039 4.440 -3.442 1.44 0.69 -0.42
H -3.314 4.131 -3.843 0.49 -0.54 -0.46
H -3.877 5.787 -3.833 0.03 0.26 0.04
H -4.137 3.930 -1.476 0.41 0.11 0.38
H -2.244 4.940 -0.468 0.23 0.08 0.34
H -1.848 6.034 -1.721 -0.16 1.04 -0.69
H 0.543 4.691 -1.924 0.67 1.33 -0.49
H 0.379 3.056 -1.859 0.55 -2.81 -1.04
H -0.103 3.961 -0.529 -0.09 -0.01 1.25
H -4.156 6.897 -1.807 -0.59 -1.58 0.48
H -4.786 6.060 -0.508 0.36 -0.22 -0.13
C 1.899 -1.434 5.385 -0.31 -1.77 0.49
C 1.413 -1.311 3.957 0.97 0.60 0.65
C 0.603 -2.464 3.400 -0.64 0.58 -0.50
O 1.153 -3.709 3.745 -0.03 -0.46 1.33
C 0.183 -4.723 3.970 -0.20 0.86 -1.47
N 0.847 0.059 3.895 -0.02 -1.14 1.56
H 2.110 -2.449 5.782 0.11 0.46 -0.69
H 1.211 -1.021 6.059 -1.53 0.54 1.04
H 2.730 -0.797 5.510 1.30 0.50 0.02
H 2.356 -1.291 3.451 0.39 0.14 -1.04
H 0.566 -2.394 2.297 -0.05 0.15 0.20
H -0.430 -2.356 3.739 -0.09 -0.29 0.17
H 0.449 -5.441 4.710 0.82 -0.44 0.53
H 0.028 -5.188 3.002 -0.15 -0.66 -0.10
H -0.786 -4.329 4.251 -0.19 0.45 0.26
H -0.041 0.070 4.383 0.08 -0.22 0.84
H 0.508 0.276 3.017 0.05 0.61 -2.81
C 3.612 -4.157 1.684 -1.66 2.25 -2.51
C 2.489 -4.892 0.891 2.32 0.68 1.38
C 1.867 -4.031 -0.099 -1.11 2.36 -1.06
O 0.752 -4.724 -0.606 -1.47 -0.24 0.36
C -0.045 -4.056 -1.581 0.31 0.82 0.49
N 3.049 -6.082 0.385 1.05 -1.46 -2.52
H 3.130 -3.374 2.255 0.23 0.44 -0.12
H 4.465 -3.761 1.070 -1.18 -0.10 0.01
H 4.093 -4.714 2.368 1.32 -2.70 2.46
H 1.729 -5.222 1.512 -1.77 0.21 2.02
H 2.558 -3.854 -0.909 0.57 0.25 -0.59
H 1.571 -2.989 0.305 0.34 -1.58 -0.29
H 0.567 -4.082 -2.466 -0.08 0.34 -0.95
H -0.346 -2.991 -1.344 0.65 -0.98 0.13
H -0.978 -4.593 -1.755 0.23 -0.33 0.16
H 2.523 -6.605 -0.339 0.35 0.46 1.25
H 3.424 -6.609 1.151 -0.08 -0.67 -0.23
C 1.501 3.390 -4.733 0.44 -0.28 0.86
C 2.202 2.086 -4.336 1.84 1.44 -2.21
C 1.376 0.889 -4.369 -0.90 -0.60 0.90
O 2.110 -0.217 -3.854 -1.40 -0.04 0.51
C 1.205 -1.303 -3.556 0.75 -0.14 1.70
N 3.198 1.859 -5.403 2.16 0.70 0.18
H 1.185 3.468 -5.762 -0.14 -0.51 -0.28
H 2.187 4.197 -4.568 0.70 0.48 -0.07
H 0.712 3.630 -4.065 -1.14 0.04 0.43
H 2.784 2.166 -3.412 -0.80 0.10 0.49
H 0.985 0.600 -5.319 -0.01 0.23 -1.21
H 0.471 1.177 -3.835 -0.53 -0.57 0.74
H 0.130 -1.078 -3.662 0.53 0.26 0.32
H 1.474 -1.720 -2.545 -0.64 0.90 -0.62
H 1.415 -2.132 -4.160 0.35 -1.09 -1.54
H 4.037 2.470 -5.214 -1.22 -0.53 -0.42
H 3.592 0.948 -5.205 0.08 -0.40 -0.22
```
Forces are in eV/Å.